(A)
{"formula": "C4H14NOS2", "method": "ωB97M-V/def2-TZVPD", "symbols": ["N", "C", "C", "C", "S", "S", "C", "H", "H", "H", "H", "H", "H", "H", "H", "H", "H", "H", "H", "H", "H", "O"], "positions_angstrom": [[-0.31, 0.79, -1.25], [0.41, -0.61, -0.82], [1.84, -0.56, -1.13], [0.18, -0.99, 0.63], [-1.40, -0.38, 1.52], [-1.28, 1.63, 1.78], [-0.21, 1.81, 3.16], [-0.08, 0.83, -2.26], [-1.31, 0.77, -1.11], [0.05, 1.61, -0.72], [-0.15, -1.43, -1.55], [2.49, -1.44, -0.93], [2.41, 0.06, -0.35], [2.32, -0.27, -2.08], [0.07, -2.11, 0.83], [0.94, -0.71, 1.28], [0.70, 2.37, 3.15], [0.08, 0.93, 3.65], [-0.66, 2.31, 3.99], [-1.43, -1.62, -3.11], [-2.72, -1.63, -2.23], [-1.93, -1.34, -2.43]], "nbo_charge": [-0.712, -0.059, -0.719, -0.543, 0.089, 0.118, -0.829, 0.440, 0.456, 0.448, 0.273, 0.287, 0.228, 0.258, 0.273, 0.226, 0.243, 0.252, 0.250, 0.489, 0.494, -0.963], "lumo_energy_ev": -3.054, "total_charge": 1, "homo_energy_ev": -12.5379}



(B)
{"formula": "C4H14NOS2", "method": "ωB97M-V/def2-TZVPD", "symbols": ["N", "C", "C", "S", "S", "C", "C", "H", "H", "H", "H", "H", "H", "H", "H", "H", "H", "H", "H", "H", "H", "O"], "positions_angstrom": [[0.94, -1.59, -2.35], [0.39, -2.53, -1.25], [0.13, -1.75, 0.03], [-0.74, -0.21, -0.43], [-0.32, 1.18, 0.98], [-1.80, 1.30, 2.05], [-1.60, 2.43, 3.06], [1.91, -1.80, -2.57], [0.44, -1.64, -3.24], [0.95, -0.61, -2.08], [1.16, -3.27, -1.16], [-0.55, -2.88, -1.65], [1.02, -1.56, 0.62], [-0.49, -2.36, 0.67], [-2.65, 1.54, 1.46], [-1.89, 0.34, 2.54], [-0.57, 2.44, 3.43], [-2.35, 2.32, 3.84], [-1.63, 3.41, 2.57], [3.15, 1.83, -2.69], [2.03, 2.05, -1.64], [2.47, 1.38, -2.18]], "nbo_charge": [-0.699, -0.217, -0.573, 0.050, 0.115, -0.506, -0.624, 0.438, 0.442, 0.473, 0.241, 0.232, 0.248, 0.252, 0.225, 0.219, 0.217, 0.241, 0.223, 0.494, 0.490, -0.980], "lumo_energy_ev": -3.244, "total_charge": 1, "homo_energy_ev": -12.3346}



Stability, descending: (B), (A)



(A)
{"formula": "C36H85N", "method": "ωB97M-V/def2-TZVPD", "symbols": ["C", "C", "N", "C", "C", "C", "C", "H", "H", "H", "H", "H", "H", "H", "H", "H", "H", "H", "H", "H", "H", "H", "C", "C", "C", "C", "C", "C", "H", "H", "H", "H", "H", "H", "H", "H", "H", "H", "H", "H", "H", "H", "C", "C", "C", "C", "C", "C", "H", "H", "H", "H", "H", "H", "H", "H", "H", "H", "H", "H", "H", "H", "C", "C", "C", "C", "C", "C", "H", "H", "H", "H", "H", "H", "H", "H", "H", "H", "H", "H", "H", "H", "C", "C", "C", "C", "C", "C", "H", "H", "H", "H", "H", "H", "H", "H", "H", "H", "H", "H", "H", "H", "C", "C", "C", "C", "C", "C", "H", "H", "H", "H", "H", "H", "H", "H", "H", "H", "H", "H", "H", "H"], "positions_angstrom": [[-1.63, -0.88, -2.98], [-1.45, 0.71, -2.86], [-1.87, 1.16, -1.58], [-1.00, 2.14, -0.83], [-0.84, 3.45, -1.60], [-3.24, 1.44, -1.48], [-3.87, 1.14, -0.18], [-1.31, -1.21, -4.01], [-2.60, -1.20, -2.85], [-1.04, -1.26, -2.29], [-2.07, 1.05, -3.71], [-0.53, 1.00, -3.08], [0.07, 1.74, -0.69], [-1.18, 2.42, 0.31], [-0.60, 3.30, -2.61], [-0.23, 4.22, -1.02], [-1.79, 4.03, -1.77], [-3.70, 0.60, -2.05], [-3.46, 2.42, -1.79], [-4.92, 1.18, -0.10], [-3.33, 1.80, 0.65], [-3.54, 0.07, 0.08], [2.29, 4.15, 1.46], [1.09, 4.33, 2.30], [1.29, 3.90, 3.79], [0.02, 4.23, 4.59], [-0.16, 5.72, 4.92], [-1.33, 6.11, 5.89], [2.20, 4.60, 0.47], [2.60, 3.14, 1.54], [3.09, 5.02, 2.04], [0.36, 3.64, 1.84], [0.73, 5.19, 2.08], [2.32, 4.17, 4.27], [1.53, 2.75, 3.81], [-0.01, 3.77, 5.58], [-0.94, 3.78, 4.18], [-0.01, 6.39, 4.21], [0.67, 6.19, 5.50], [-1.23, 5.45, 6.89], [-2.11, 5.69, 5.33], [-1.43, 7.26, 6.03], [-3.00, -6.23, -2.70], [-1.47, -6.29, -2.68], [-0.74, -5.02, -2.71], [0.80, -5.16, -2.97], [1.37, -3.71, -3.19], [2.93, -3.89, -3.41], [-3.21, -7.37, -2.63], [-3.05, -5.82, -3.46], [-3.22, -5.61, -1.81], [-1.22, -7.05, -3.37], [-1.02, -6.94, -1.88], [-0.85, -4.52, -2.04], [-1.14, -4.49, -3.41], [1.03, -5.89, -3.90], [0.96, -5.75, -2.05], [1.20, -2.96, -2.38], [0.94, -3.26, -4.10], [3.55, -4.18, -2.53], [3.33, -3.04, -3.93], [3.20, -4.53, -4.24], [2.43, 1.96, -2.10], [3.64, 2.41, -2.84], [4.85, 1.35, -2.46], [6.25, 1.81, -3.08], [7.44, 1.05, -2.57], [8.73, 1.73, -3.12], [1.61, 2.78, -2.01], [2.84, 2.05, -1.10], [2.00, 0.95, -2.38], [3.99, 3.47, -2.62], [3.63, 2.40, -4.04], [4.64, 0.40, -2.86], [5.02, 1.41, -1.41], [6.59, 3.03, -3.06], [5.88, 1.55, -4.06], [7.40, -0.08, -3.00], [7.65, 1.28, -1.66], [8.71, 1.79, -4.17], [9.61, 1.24, -2.81], [8.73, 2.72, -2.50], [-5.21, -1.42, 4.22], [-4.30, -2.19, 3.29], [-4.91, -2.34, 1.81], [-4.12, -3.32, 0.94], [-4.46, -3.09, -0.46], [-5.99, -3.46, -0.87], [-4.74, -1.29, 5.29], [-6.09, -1.97, 4.43], [-5.42, -0.50, 3.84], [-4.06, -3.13, 3.61], [-3.43, -1.68, 3.14], [-4.86, -1.46, 1.37], [-5.92, -2.74, 2.01], [-4.65, -4.23, 1.12], [-2.98, -3.46, 1.00], [-3.83, -3.63, -0.94], [-4.24, -2.06, -0.70], [-6.82, -2.77, -0.55], [-6.28, -4.44, -0.64], [-5.80, -3.63, -2.03], [-1.40, 0.82, 4.11], [-0.63, -0.11, 3.01], [0.76, 0.24, 2.62], [1.27, -0.81, 1.57], [2.65, -0.32, 1.13], [3.36, -1.41, 0.39], [-2.34, 0.47, 4.42], [-1.63, 1.71, 3.81], [-0.86, 0.83, 4.87], [-1.29, -0.06, 2.19], [-0.61, -1.10, 3.36], [1.22, 0.38, 3.64], [0.66, 1.16, 2.14], [0.53, -0.78, 0.60], [1.37, -1.78, 1.88], [3.15, -0.17, 2.00], [2.58, 0.56, 0.61], [4.13, -0.98, -0.21], [2.67, -2.07, -0.23], [3.58, -2.07, 1.19]], "lowdin_charge": [-0.034, -0.218, -0.185, -0.210, -0.123, -0.325, -0.092, 0.095, 0.031, -0.001, 0.122, 0.050, 0.098, 0.127, 0.040, 0.092, 0.077, 0.127, 0.100, 0.052, 0.104, 0.081, -0.119, -0.313, -0.190, -0.226, -0.287, -0.109, 0.054, 0.040, 0.161, 0.100, 0.040, 0.140, 0.113, 0.099, 0.119, 0.040, 0.109, 0.115, 0.018, 0.103, -0.035, -0.278, -0.230, -0.153, -0.219, -0.130, 0.132, -0.072, 0.087, 0.092, 0.126, -0.021, 0.070, 0.155, 0.110, 0.096, 0.101, 0.079, 0.039, 0.055, -0.159, -0.267, -0.191, -0.249, -0.285, -0.121, 0.076, 0.046, 0.102, 0.114, 0.134, 0.083, 0.083, 0.173, 0.082, 0.171, 0.024, 0.046, 0.045, 0.113, -0.103, -0.219, -0.165, -0.231, -0.269, -0.060, 0.109, 0.054, 0.030, 0.076, 0.052, 0.034, 0.126, 0.096, 0.150, 0.005, 0.086, 0.078, 0.027, 0.101, -0.010, -0.220, -0.220, -0.164, -0.293, -0.093, 0.053, -0.004, -0.012, 0.074, 0.089, 0.136, 0.063, 0.168, 0.070, 0.081, 0.054, 0.057, 0.086, 0.068], "lumo_energy_ev": 0.784, "total_charge": 0, "homo_energy_ev": -8.1904, "smiles": "CCN(CC)CC.CCCCCC.CCCCCC.CCCCCC.CCCCCC.CCCCCC"}



(B)
{"formula": "C36H85N", "method": "ωB97M-V/def2-TZVPD", "symbols": ["C", "C", "N", "C", "C", "C", "C", "H", "H", "H", "H", "H", "H", "H", "H", "H", "H", "H", "H", "H", "H", "H", "C", "C", "C", "C", "C", "C", "H", "H", "H", "H", "H", "H", "H", "H", "H", "H", "H", "H", "H", "H", "C", "C", "C", "C", "C", "C", "H", "H", "H", "H", "H", "H", "H", "H", "H", "H", "H", "H", "H", "H", "C", "C", "C", "C", "C", "C", "H", "H", "H", "H", "H", "H", "H", "H", "H", "H", "H", "H", "H", "H", "C", "C", "C", "C", "C", "C", "H", "H", "H", "H", "H", "H", "H", "H", "H", "H", "H", "H", "H", "H", "C", "C", "C", "C", "C", "C", "H", "H", "H", "H", "H", "H", "H", "H", "H", "H", "H", "H", "H", "H"], "positions_angstrom": [[-1.52, 1.80, 4.23], [-0.50, 2.18, 3.14], [-0.61, 3.58, 2.57], [0.05, 4.69, 3.26], [1.53, 4.37, 3.46], [-1.95, 3.86, 1.97], [-1.75, 4.66, 0.76], [-1.08, 2.51, 5.04], [-1.24, 0.88, 4.51], [-2.55, 1.77, 3.90], [-0.72, 1.62, 2.16], [0.43, 1.95, 3.43], [-0.49, 4.79, 4.28], [-0.04, 5.74, 2.68], [2.27, 5.09, 3.61], [2.17, 3.93, 2.63], [1.70, 3.57, 4.23], [-2.46, 4.18, 2.80], [-2.40, 2.89, 1.79], [-1.12, 4.07, -0.03], [-1.38, 5.64, 1.07], [-2.66, 4.79, 0.03], [-4.77, 2.51, -1.43], [-4.54, 1.18, -0.67], [-3.09, 0.73, -0.65], [-2.89, -0.39, 0.36], [-1.37, -0.82, 0.30], [-1.13, -1.75, 1.40], [-5.71, 2.50, -1.61], [-4.21, 2.50, -2.34], [-4.63, 3.17, -0.73], [-5.16, 0.37, -1.13], [-5.00, 1.46, 0.27], [-2.46, 1.60, -0.20], [-2.83, 0.24, -1.80], [-3.58, -1.25, 0.46], [-3.06, -0.01, 1.44], [-0.48, 0.02, 0.43], [-1.14, -1.41, -0.59], [-1.82, -2.60, 1.32], [-1.25, -1.46, 2.51], [-0.07, -2.32, 1.53], [2.89, 0.75, -0.67], [1.70, 0.86, -1.74], [1.85, -0.35, -2.57], [0.79, -0.35, -3.67], [0.85, -1.46, -4.64], [0.22, -2.82, -4.15], [2.82, -0.13, -0.11], [2.99, 1.65, -0.02], [3.86, 0.60, -0.92], [1.53, 1.59, -2.32], [0.84, 0.75, -1.13], [1.63, -1.07, -1.97], [2.83, -0.13, -3.09], [0.64, 0.56, -4.39], [-0.32, -0.16, -3.14], [1.91, -1.55, -4.89], [0.04, -1.41, -5.38], [0.57, -3.11, -3.16], [0.34, -3.68, -4.87], [-0.76, -2.61, -3.95], [0.19, -3.28, 4.95], [1.38, -2.71, 4.19], [1.65, -1.27, 4.50], [2.91, -0.55, 3.93], [3.27, 0.74, 4.54], [4.43, 1.45, 3.96], [-0.10, -4.35, 4.59], [-0.68, -2.47, 4.85], [0.29, -3.35, 6.04], [1.11, -2.70, 3.22], [2.12, -3.41, 4.12], [1.61, -1.45, 5.66], [0.86, -0.75, 4.36], [2.62, -0.32, 2.87], [3.81, -1.25, 4.17], [3.50, 0.70, 5.57], [2.37, 1.27, 4.19], [5.20, 0.84, 3.70], [4.73, 2.28, 4.42], [4.12, 1.77, 2.88], [0.61, -4.90, -0.61], [1.88, -4.18, -0.06], [2.65, -4.85, 0.98], [4.05, -4.30, 1.12], [4.85, -4.87, 2.43], [5.23, -6.24, 2.51], [-0.14, -4.97, 0.31], [0.75, -5.96, -1.28], [-0.17, -4.24, -1.12], [1.54, -3.17, 0.28], [2.47, -3.84, -0.72], [2.80, -5.84, 0.68], [2.30, -4.62, 1.76], [4.00, -3.36, 1.44], [4.69, -4.51, 0.29], [4.17, -4.66, 3.43], [5.77, -4.23, 2.76], [5.60, -6.69, 3.56], [5.85, -6.59, 1.67], [4.26, -6.93, 2.45], [-0.84, 3.30, -3.84], [-2.26, 3.26, -4.50], [-2.72, 1.83, -4.91], [-3.97, 1.73, -5.55], [-3.77, 2.05, -6.99], [-5.14, 1.78, -7.77], [-0.09, 2.84, -4.64], [-0.59, 2.48, -3.21], [-0.62, 4.34, -3.27], [-2.48, 3.92, -5.20], [-2.89, 3.68, -3.82], [-2.71, 1.23, -4.07], [-2.03, 1.46, -5.39], [-4.79, 2.60, -5.31], [-4.58, 0.83, -5.40], [-3.00, 1.35, -7.45], [-3.31, 2.85, -7.39], [-5.10, 2.07, -8.81], [-5.81, 2.62, -7.13], [-5.52, 0.76, -7.55]], "lowdin_charge": [-0.054, -0.219, -0.206, -0.241, -0.113, -0.288, -0.106, 0.117, 0.002, 0.076, 0.120, 0.030, 0.122, 0.144, 0.032, 0.092, 0.066, 0.085, 0.090, 0.106, 0.056, 0.095, -0.063, -0.267, -0.234, -0.240, -0.292, -0.187, 0.011, 0.064, 0.013, 0.121, 0.105, 0.126, 0.177, 0.122, 0.123, 0.142, 0.092, 0.065, 0.083, 0.093, -0.054, -0.211, -0.220, -0.251, -0.264, -0.103, 0.037, 0.080, 0.024, 0.032, 0.071, 0.047, 0.157, 0.120, 0.154, 0.111, 0.102, 0.041, 0.093, 0.026, -0.106, -0.308, -0.195, -0.200, -0.302, -0.097, 0.104, 0.107, 0.056, 0.028, 0.069, 0.155, 0.019, 0.128, 0.150, 0.107, 0.088, 0.036, 0.031, 0.111, -0.107, -0.278, -0.209, -0.135, -0.303, -0.210, 0.091, 0.135, 0.047, 0.109, 0.029, 0.119, -0.009, 0.050, 0.111, 0.138, 0.124, 0.120, 0.065, 0.103, -0.082, -0.197, -0.242, -0.255, -0.293, -0.097, 0.096, 0.000, 0.122, 0.059, 0.049, 0.082, 0.021, 0.162, 0.124, 0.127, 0.064, 0.046, 0.122, 0.064], "lumo_energy_ev": 0.801, "total_charge": 0, "homo_energy_ev": -7.8028, "smiles": "CCN(CC)CC.CCCCCC.CCCCCC.CCCCCC.CCCCCC.CCCCCC"}



Stability, descending: (A), (B)



(A)
{"formula": "C3H12NOS2", "method": "ωB97M-V/def2-TZVPD", "symbols": ["N", "C", "C", "C", "S", "S", "H", "H", "H", "H", "H", "H", "H", "H", "H", "H", "H", "H", "O"], "positions_angstrom": [[-0.12, -1.23, -0.11], [0.78, -0.06, 0.31], [0.70, 0.01, 1.84], [0.46, 1.16, -0.60], [1.76, 1.39, -1.93], [1.27, 1.52, -3.95], [-0.91, -1.47, 0.56], [-0.53, -1.11, -1.09], [0.54, -2.06, -0.13], [1.94, -0.13, 0.09], [0.40, 0.91, 2.43], [0.14, -0.83, 2.22], [1.69, -0.28, 2.36], [-0.61, 1.11, -0.76], [0.52, 2.14, 0.05], [0.83, 2.67, -4.31], [-2.76, -0.63, 0.66], [-3.49, -1.62, 1.32], [-2.62, -1.48, 1.07]], "nbo_charge": [-0.735, -0.086, -0.676, -0.583, 0.090, -0.057, 0.484, 0.451, 0.456, 0.264, 0.266, 0.223, 0.254, 0.224, 0.266, 0.130, 0.471, 0.502, -0.943], "lumo_energy_ev": -3.364, "total_charge": 1, "homo_energy_ev": -12.5422}



(B)
{"formula": "C3H12NOS2", "method": "ωB97M-V/def2-TZVPD", "symbols": ["N", "C", "C", "S", "S", "C", "H", "H", "H", "H", "H", "H", "H", "H", "H", "H", "H", "H", "O"], "positions_angstrom": [[1.43, 1.74, -0.72], [1.01, 0.58, -1.59], [-0.41, 0.26, -1.60], [-1.38, 0.08, 0.09], [-1.44, -1.97, 0.61], [0.45, -2.45, 0.90], [1.21, 2.64, -1.18], [2.34, 1.74, -0.29], [0.78, 1.78, 0.05], [1.63, -0.37, -1.43], [1.39, 0.70, -2.69], [-0.99, 1.02, -2.10], [-0.78, -0.64, -2.35], [0.30, -3.28, 1.56], [0.90, -1.67, 1.45], [0.99, -2.86, 0.02], [2.94, 3.05, 1.55], [1.73, 2.89, 2.36], [2.04, 2.82, 1.33]], "nbo_charge": [-0.672, -0.296, -0.570, 0.030, 0.092, -0.674, 0.443, 0.467, 0.459, 0.249, 0.253, 0.236, 0.299, 0.234, 0.214, 0.224, 0.492, 0.516, -0.997], "lumo_energy_ev": -3.412, "total_charge": 1, "homo_energy_ev": -12.0120}



(C)
{"formula": "C3H12NOS2", "method": "ωB97M-V/def2-TZVPD", "symbols": ["N", "C", "C", "S", "S", "C", "H", "H", "H", "H", "H", "H", "H", "H", "H", "H", "H", "H", "O"], "positions_angstrom": [[0.52, 2.03, -0.40], [0.16, 1.15, -1.56], [-1.20, 0.45, -1.41], [-1.67, -0.18, 0.22], [-1.63, -2.13, 0.36], [-0.14, -2.89, 1.00], [-0.30, 2.46, 0.01], [1.15, 2.75, -0.75], [1.01, 1.49, 0.33], [0.84, 0.34, -1.71], [0.08, 1.80, -2.43], [-1.97, 1.19, -1.63], [-1.32, -0.30, -2.19], [-0.46, -3.23, 1.99], [0.76, -2.29, 1.16], [0.27, -3.76, 0.48], [0.88, -0.28, 2.09], [1.96, 0.75, 2.41], [1.07, 0.67, 2.03]], "nbo_charge": [-0.688, -0.239, -0.592, 0.096, 0.155, -0.798, 0.443, 0.438, 0.479, 0.235, 0.230, 0.233, 0.269, 0.242, 0.213, 0.256, 0.496, 0.492, -0.959], "lumo_energy_ev": -3.351, "total_charge": 1, "homo_energy_ev": -12.3899}



Stability, descending: (C), (B), (A)